(1)
Entry from OMol25: 2 unconnected molecules or ions with the total composition C2H4BrNO2 (ωB97M-V/def2-TZVPD).

## Properties
Total energy   -77764.247 eV
Kohn-Sham gap   7.930 eV
Relative energy (zero: lowest compared OMol25 entry of this formula, charge and spin)   2.0803 eV

Geometry as ORCA input:
```
! RIJCOSX wB97M-V def2-TZVPD def2/J DEFGRID3
* xyz 0 1
C -1.8109 1.4415 -0.0633
C 0.2282 -0.4269 0.9019
N 1.2139 -0.3294 -0.4063
O -0.8752 1.7290 -0.6711
O -2.8142 1.1766 0.4191
Br -1.2937 -1.4899 0.2697
H 0.8411 -1.1610 1.5515
H 2.0838 0.0611 0.0540
H 1.5931 -1.2358 -0.9562
H 0.8339 0.2347 -1.0994
*
```

Atomic partial charges in e from the Löwdin method, atoms 1 to 5:
1. C -0.552
2. C -0.605
3. N -0.043
4. O 0.146
5. O 0.166

=====

(2)
Entry from OMol25: C5H12N2O in the gas phase (ωB97M-V/def2-TZVPD).

## Properties
Total energy   -10406.450 eV
Kohn-Sham gap   9.492 eV
Relative energy (zero: lowest compared OMol25 entry of this formula, charge and spin)   1.9737 eV
Structure (SMILES)   C=C(N)C[C@H](N)CO

Geometry as ORCA input:
```
! RIJCOSX wB97M-V def2-TZVPD def2/J DEFGRID3
* xyz 0 1
C -0.5571 -2.2369 0.5957
C 0.3508 -1.2696 0.5778
N 1.2402 -1.0152 1.6477
C 0.7019 -0.5014 -0.6656
C 0.3895 1.0380 -0.6673
N 0.6040 1.6933 0.6235
C -0.9582 1.2896 -1.2678
O -1.9804 0.8090 -0.3921
H -0.8106 -2.8537 1.4519
H -1.1035 -2.6078 -0.2655
H 1.0997 -1.6647 2.4128
H 1.1173 -0.0920 2.0455
H 1.7434 -0.6516 -0.8834
H 0.2226 -0.9645 -1.5310
H 1.2092 1.3673 -1.3118
H 1.2352 2.4791 0.4971
H -0.2731 2.0393 0.9878
H -1.1750 2.3634 -1.3421
H -1.1354 0.9192 -2.2784
H -1.9207 -0.1411 -0.2348
*
```

Atomic partial charges in e from the Löwdin method, atoms 1 to 5:
1. C 0.018
2. C -0.428
3. N 0.077
4. C -0.116
5. C -0.367

=====

(3)
Entry from OMol25: a gas-phase ion, C11H13O3S (charge -1) (ωB97M-V/def2-TZVPD).

## Properties
Total energy   -28594.691 eV
Kohn-Sham gap   7.532 eV
Relative energy (zero: lowest compared OMol25 entry of this formula, charge and spin)   2.0652 eV
Structure (SMILES)   CS[C@]1([O-])O[C@]1(O)[C@@H](C)c1ccccc1

Geometry as ORCA input:
```
! RIJCOSX wB97M-V def2-TZVPD def2/J DEFGRID3
* xyz -1 1
C -3.9877 1.9294 -1.4965
S -3.1093 0.5431 -0.8161
C -1.5208 0.6529 -1.9595
O -1.3513 1.8144 -2.2946
O -1.3503 -0.4888 -2.7866
C -0.4040 -0.3576 -1.6547
O 0.8556 0.1587 -2.0859
C -0.2147 -1.5519 -0.7384
C 0.3531 -2.8336 -1.3653
C 0.5748 -0.8375 0.4446
C 1.9295 -1.1081 0.7482
C 2.5891 -0.2113 1.5749
C 1.9761 0.9157 2.1195
C 0.6185 1.0885 1.9006
C -0.1049 0.1791 1.1070
H -4.2317 2.6771 -0.6621
H -4.8880 1.6368 -2.1171
H -3.1837 2.3637 -1.9877
H 0.6170 1.0874 -2.4964
H -1.1712 -1.7226 -0.2688
H -0.2890 -2.8921 -2.3003
H 1.4388 -2.8568 -1.7202
H 0.3870 -3.7513 -0.7655
H 2.4656 -1.9568 0.1770
H 3.6508 -0.2072 1.8699
H 2.5528 1.5652 2.7574
H 0.1015 1.9457 2.3092
H -1.0574 0.5055 0.6192
*
```

Atomic partial charges in e from the Löwdin method, atoms 1 to 5:
1. C -0.480
2. S 0.774
3. C -0.878
4. O -0.108
5. O -0.009

=====

(4)
Entry from OMol25: a molecular structure, C35H33FN4O3PtS2 (ωB97M-V/def2-TZVPD).

## Properties
Total energy   -76568.154 eV
Kohn-Sham gap   6.586 eV
Relative energy (zero: lowest compared OMol25 entry of this formula, charge and spin)   0.4755 eV

Geometry as ORCA input:
```
! RIJCOSX wB97M-V def2-TZVPD def2/J DEFGRID3
* xyz 0 1
Pt -1.1658 -0.1144 0.4261
C 1.0077 3.7351 1.4231
C -0.1957 3.5987 2.3546
C -1.5330 3.7789 1.6420
C -0.2239 2.3685 3.2591
C -0.5188 2.6565 4.5910
C -0.5637 1.6814 5.5685
C -0.3169 0.3720 5.2152
C -0.0565 0.0198 3.8942
C 0.2183 -1.4468 3.6138
C 1.5073 -1.9127 4.2946
C -0.9670 -2.3124 4.0494
C -0.0182 1.0162 2.8944
N 0.3370 0.5860 1.5589
C 1.6920 0.4313 1.3299
C 2.6736 0.8672 2.2447
C 4.0284 0.6801 2.0305
C 4.4923 0.0495 0.8851
C 3.5586 -0.4065 -0.0312
C 2.2143 -0.2192 0.2005
F 1.3613 -0.7336 -0.7348
H 1.0136 4.7332 0.9740
H 1.0003 3.0001 0.6231
H 1.9438 3.6073 1.9653
H -0.1161 4.4402 3.0480
H -1.7929 2.8962 1.0720
H -1.5023 4.6374 0.9653
H -2.3381 3.9402 2.3622
H -0.6926 3.6914 4.8662
H -0.7717 1.9467 6.5975
H -0.3275 -0.3998 5.9757
H 0.3514 -1.5696 2.5411
H 1.4117 -1.8876 5.3837
H 2.3551 -1.2850 4.0147
H 1.7397 -2.9409 4.0077
H -1.1350 -2.2331 5.1265
H -0.7793 -3.3625 3.8153
H -1.8854 -2.0154 3.5436
H 2.3499 1.3543 3.1540
H 4.7293 1.0352 2.7763
H 5.5493 -0.0992 0.7110
H 3.8476 -0.9302 -0.9341
S -1.1327 5.0450 -3.6174
C -1.1581 3.5930 -2.5876
C -2.3521 3.0908 -2.0953
C -2.3298 2.0041 -1.2443
N -1.1798 1.4202 -0.8720
C -0.0216 1.8703 -1.3844
C 0.0190 2.9409 -2.2503
C -0.1201 6.0610 -2.5553
C 1.1679 6.4102 -2.9303
C 1.9190 7.1943 -2.0632
N 1.4766 7.6243 -0.8849
C 0.2344 7.2855 -0.5413
C -0.6033 6.5209 -1.3383
H -3.2996 3.5470 -2.3461
H -3.2442 1.6121 -0.8156
H 0.8681 1.3392 -1.0875
H 0.9736 3.2786 -2.6299
H 1.5815 6.0795 -3.8740
H 2.9298 7.4813 -2.3332
H -0.1153 7.6467 0.4201
H -1.6082 6.2838 -1.0127
O -5.0088 -0.2627 -0.7511
S -4.0510 -1.1926 -1.2815
O -3.7170 -1.0979 -2.6729
N -2.6977 -1.1989 -0.3597
C -2.4930 -2.3454 0.3190
O -1.5178 -2.4095 1.0982
C -3.5217 -3.3735 0.0299
C -3.6293 -4.6630 0.5134
C -4.7139 -5.4214 0.0897
C -5.6572 -4.8950 -0.7895
C -5.5483 -3.5959 -1.2755
C -4.4649 -2.8599 -0.8447
H -2.8862 -5.0520 1.1968
H -4.8319 -6.4360 0.4465
H -6.4918 -5.5088 -1.1029
H -6.2804 -3.1858 -1.9579
*
```

Atomic partial charges in e from the Löwdin method, atoms 1 to 5:
1. Pt 1.205
2. C -0.041
3. C -0.354
4. C -0.042
5. C -0.131